#one
A 3-piece molecular cluster, C5H15N2O overall, computed with ωB97M-V/def2-TZVPD.

Each line ends with the Löwdin charge.
Geometry (Å):
C -2.163 -1.559 0.059  -0.02
C -1.494 -0.542 0.963  0.08
C -1.614 0.798 0.498  -0.12
C -1.953 1.443 -0.709  0.15
N 1.922 -0.841 1.504  0.01
C 2.628 -0.397 0.223  -0.35
N 2.084 -0.662 -1.095  0.02
H -2.765 -2.301 0.424  0.06
H -2.894 -0.911 -0.449  0.08
H -1.585 -2.049 -0.862  0.18
H -1.445 -0.646 2.069  0.15
H 0.901 -0.726 1.372  0.01
H 3.030 0.614 0.324  0.10
H -1.497 1.468 1.337  0.12
H -2.399 0.901 -1.606  0.13
H -2.262 2.499 -0.770  0.12
H 2.167 -1.834 1.705  0.08
H 3.595 -0.760 0.375  0.08
H 2.671 -1.193 -1.658  0.05
H 1.500 0.157 -1.360  0.04
H 0.870 2.898 -0.681  0.09
H -0.128 1.723 -0.897  -0.01
O 0.833 1.920 -0.767  -0.05

Its spin multiplicity is 1. The LUMO energy is -7.996 eV. The value obtained for the HOMO energy is -12.03 eV. The net charge is +1.

#two
A 2-piece molecular cluster, C5H15N2O overall, computed with ωB97M-V/def2-TZVPD.

Each line ends with the Löwdin charge.
Geometry (Å):
C 1.893 -0.594 -0.790  -0.16
C 0.978 0.209 -1.706  -0.24
C 1.480 1.647 -1.854  -0.09
N 1.362 -1.979 -0.591  0.17
H 2.883 -0.684 -1.236  0.14
H 2.011 -0.155 0.198  0.13
H -0.047 0.166 -1.343  0.10
H 1.019 -0.220 -2.709  0.12
H 1.640 2.173 -0.914  0.08
H 2.433 1.677 -2.382  0.08
H 0.771 2.218 -2.448  0.08
H 0.446 -1.948 -0.105  0.10
H 1.282 -2.547 -1.435  0.17
H 1.997 -2.510 0.018  0.18
O -0.744 -1.308 1.022  0.01
C -1.233 -0.249 1.343  -0.21
C -2.619 0.002 1.883  -0.22
N -2.658 1.339 2.475  0.01
H -0.601 0.653 1.268  0.13
H -3.258 -0.036 0.994  0.14
H -2.937 -0.829 2.517  0.13
H -3.596 1.692 2.316  0.08
H -2.501 1.284 3.478  0.08

Its spin multiplicity is 1. The LUMO energy is -3.021 eV. The value obtained for the HOMO energy is -13.12 eV. The net charge is +1.

Here is how they stack up, most stable first: #two, #one.